Record 1
This record from OMol25 describes a cluster of 2 separate species, CN5O in total in a non-equilibrium geometry. The level of theory is wB97M-V/def2-TZVPD.

The strongest force on any atom is 1.994 eV/Å. The value obtained for the HOMO energy is -18.0 eV. As for the HOMO-LUMO gap: 11.46 eV. The total energy comes out at -386.7603 a.u.

Geometry as ORCA input:
```
! wB97M-V def2-TZVPD RIJCOSX def2/J DEFGRID3
* xyz 1 1
C -1.9381 1.1781 0.5972
N 2.4401 -3.1489 -0.2818
N -0.8031 1.1921 0.1417
N 1.8778 -2.2699 0.0549
N 1.1411 0.8085 -1.0433
N 0.1999 0.9688 -0.4919
O -2.9649 1.2285 1.0555
*
```

Partial charges, Mulliken, in e: atom 1 (C): 0.54, atom 2 (N): -0.08, atom 3 (N): -0.05, atom 4 (N): 0.08, atom 5 (N): -0.37, atom 6 (N): 0.97, atom 7 (O): -0.09

***

Record 2
This record from OMol25 describes a structure of composition C19H29Cl3NO4P2Yb in a non-equilibrium geometry. The level of theory is wB97M-V/def2-TZVPD.

The strongest force on any atom is 3.623 eV/Å. The value obtained for the HOMO energy (spin up / spin down) is -5.3 / -5.3 eV. As for the HOMO-LUMO gap (spin up / spin down): 5.61 / 5.59 eV. The total energy comes out at -4318.8944 a.u. Its expectation value of S² is 0.75.

Geometry as ORCA input:
```
! wB97M-V def2-TZVPD RIJCOSX def2/J DEFGRID3
* xyz 0 2
C -0.7031 3.6842 -1.8842
C -0.9873 2.4149 -1.2874
N 0.0406 1.7808 -0.5945
C 0.9495 2.5753 -0.0183
C 1.0827 3.9455 -0.3143
C 0.2478 4.4974 -1.2901
C -2.2423 1.8230 -1.4972
P -2.7067 0.1754 -1.0319
Yb -0.4146 -0.3895 0.4689
P 2.7826 0.6054 0.8461
C 1.7637 1.9919 1.1777
C 0.5561 -2.6494 0.1121
C -0.6482 -3.1102 0.6034
C -0.7712 -4.4949 0.8939
C 0.2951 -5.3465 0.5856
C 1.4920 -4.8602 0.0440
C 1.6137 -3.4765 -0.2016
O 0.0774 0.2349 -4.6797
O 0.3441 -0.9829 -1.7741
H -1.4387 4.1053 -2.5655
H 1.8523 4.5054 0.2194
H 0.3389 5.5678 -1.5183
C -4.1632 0.6706 -0.0370
C -3.4408 -0.7336 -2.4749
H 2.4845 2.7715 1.4934
H 1.0588 1.7907 2.0251
H -0.8168 0.3903 -5.1767
H -2.6591 2.1668 -2.4469
C 2.9482 -0.4692 2.2353
C 4.2935 1.0158 0.0362
H -1.5115 -2.4600 0.8354
H -1.6922 -4.8830 1.3529
H 0.2094 -6.4121 0.8027
H 2.3376 -5.5256 -0.1640
H 2.5365 -3.0825 -0.6314
H 1.5301 -0.4371 -0.6687
H 0.8487 -1.8361 -1.6010
H 0.6560 -0.5137 -2.5421
H 0.6848 0.9736 -4.9134
H 2.1302 -0.3074 -0.1767
H -4.7146 1.2949 -0.7444
H -4.7623 -0.1613 0.3485
H -3.7515 1.2690 0.7806
H -4.3230 -0.2190 -2.8663
H -2.7034 -0.8699 -3.2747
H -3.7452 -1.7367 -2.1483
H 4.9102 1.5238 0.7973
H 4.8129 0.1037 -0.3054
H 4.1175 1.6992 -0.8116
H 3.7297 0.0088 2.8570
H 1.9974 -0.5497 2.8016
H 3.2859 -1.4694 1.9097
Cl -1.0593 -0.6149 5.5171
C -1.6083 0.5902 4.3396
Cl -3.4048 0.6314 4.2596
Cl -0.9438 2.2270 4.7146
C -1.0644 0.2525 2.8963
O -0.1374 -0.6147 2.7456
O -1.5948 0.9193 1.9413
*
```

Partial charges, Mulliken, in e: atom 1 (C): -1.38, atom 2 (C): 1.33, atom 3 (N): 0.30, atom 4 (C): 0.89, atom 5 (C): -0.96, atom 6 (C): -0.48, atom 7 (C): -1.31, atom 8 (P): 1.45, atom 9 (Yb): -0.32, atom 10 (P): 0.81, atom 11 (C): -0.69, atom 12 (C): 0.92, atom 13 (C): -0.88, atom 14 (C): -0.84, atom 15 (C): -0.41, atom 16 (C): -0.77, atom 17 (C): 0.04, atom 18 (O): -0.61, atom 19 (O): -0.47, atom 20 (H): 0.39, atom 21 (H): 0.36, atom 22 (H): 0.38, atom 23 (C): -1.42, atom 24 (C): -1.20, atom 25 (H): 0.53, atom 26 (H): -0.01, atom 27 (H): 0.31, atom 28 (H): 0.19, atom 29 (C): -1.06, atom 30 (C): -1.29, atom 31 (H): 0.34, atom 32 (H): 0.36, atom 33 (H): 0.35, atom 34 (H): 0.37, atom 35 (H): 0.37, atom 36 (H): -0.26, atom 37 (H): 0.35, atom 38 (H): 0.19, atom 39 (H): 0.30, atom 40 (H): 0.19, atom 41 (H): 0.43, atom 42 (H): 0.36, atom 43 (H): 0.33, atom 44 (H): 0.40, atom 45 (H): 0.25, atom 46 (H): 0.37, atom 47 (H): 0.38, atom 48 (H): 0.35, atom 49 (H): 0.38, atom 50 (H): 0.39, atom 51 (H): 0.31, atom 52 (H): 0.31, atom 53 (Cl): -0.12, atom 54 (C): 0.68, atom 55 (Cl): -0.12, atom 56 (Cl): -0.13, atom 57 (C): 0.10, atom 58 (O): -0.53, atom 59 (O): -0.48

***

Record 3
This record from OMol25 describes a structure of composition C5H8CuO4 in a non-equilibrium geometry. The level of theory is wB97M-V/def2-TZVPD.

The strongest force on any atom is 1.676 eV/Å. The value obtained for the HOMO energy (spin up / spin down) is -8.6 / -8.5 eV. As for the HOMO-LUMO gap (spin up / spin down): 8.97 / 6.75 eV. The total energy comes out at -2136.6568 a.u. Its expectation value of S² is 0.75.

Geometry as ORCA input:
```
! wB97M-V def2-TZVPD RIJCOSX def2/J DEFGRID3
* xyz 0 2
H -0.3228 1.6963 -2.0896
Cu 0.9990 -0.0453 0.3636
O -2.0980 0.7220 -2.3480
O -0.3687 -0.1231 -1.1911
C -0.1794 -1.4332 -1.8094
C 0.3311 -2.3787 -0.7325
O 1.3617 -1.7956 -0.0131
C -0.9854 0.8307 -1.9193
H -1.1337 -1.7524 -2.2417
H 0.5676 -1.3158 -2.6055
H 0.6608 -3.2962 -1.2572
H -0.5232 -2.6904 -0.0986
C -0.3905 2.0886 2.8138
C 0.8930 1.7855 2.5341
O 1.3679 1.2596 1.4245
H -0.6404 2.5475 3.7712
H 1.6550 1.9960 3.3038
H -1.1938 1.9044 2.0948
*
```

Partial charges, Mulliken, in e: atom 1 (H): 0.33, atom 2 (Cu): 0.73, atom 3 (O): -0.43, atom 4 (O): -0.13, atom 5 (C): -0.39, atom 6 (C): -0.16, atom 7 (O): -0.73, atom 8 (C): 0.08, atom 9 (H): 0.37, atom 10 (H): 0.31, atom 11 (H): 0.32, atom 12 (H): 0.28, atom 13 (C): -0.73, atom 14 (C): 0.23, atom 15 (O): -0.75, atom 16 (H): 0.24, atom 17 (H): 0.28, atom 18 (H): 0.16

***

Record 4
This record from OMol25 describes a structure of composition C39H93AsF6N11O9Pb in a non-equilibrium geometry. The level of theory is wB97M-V/def2-TZVPD.

The strongest force on any atom is 1.395 eV/Å. The value obtained for the HOMO energy is -10.0 eV. As for the HOMO-LUMO gap: 7.53 eV. The total energy comes out at -5849.2304 a.u.

Geometry as ORCA input:
```
! wB97M-V def2-TZVPD RIJCOSX def2/J DEFGRID3
* xyz 1 1
Pb 9.4212 10.3342 1.8342
As 7.1356 10.5959 -1.2036
F 7.7735 12.2178 -1.2216
F 7.0294 10.6040 -2.9318
F 6.4555 8.9868 -1.1182
F 7.3188 10.4768 0.5577
F 5.5286 11.2463 -1.0585
F 8.7717 9.9399 -1.2643
C 1.8742 3.2632 0.3342
C 3.3584 3.5472 0.6066
N 3.9936 4.4373 -0.3648
C 3.7673 4.1036 -1.7602
C 4.3533 2.7637 -2.2214
C 5.3659 4.6840 0.0318
C 5.9880 5.8321 -0.7784
H 1.3258 4.1853 0.1525
H 1.4929 2.8168 1.2510
H 1.8116 2.5985 -0.5254
H 3.4019 4.0653 1.5698
H 3.9348 2.6172 0.7174
H 2.6965 4.1872 -1.9472
H 4.2171 4.8918 -2.3654
H 5.4319 2.7646 -2.0503
H 3.9278 1.9169 -1.6815
H 4.1870 2.6266 -3.2897
H 5.9624 3.7588 0.0475
H 5.3547 5.0291 1.0709
H 5.3980 6.7392 -0.6973
H 6.1581 5.5388 -1.8186
H 7.0376 6.0489 -0.5513
C 10.1653 11.2023 -8.6789
C 8.9954 12.0035 -8.0777
N 8.7696 11.6822 -6.6766
C 8.5828 10.2521 -6.4300
C 7.4353 9.5922 -7.2181
C 7.6861 12.4630 -6.0926
C 8.0186 13.9463 -5.9766
H 10.6306 11.7215 -9.5109
H 9.7844 10.2328 -9.0159
H 10.9014 10.9226 -7.9252
H 9.3337 13.0401 -8.1584
H 8.0867 11.9413 -8.6883
H 9.4955 9.6888 -6.6445
H 8.4565 10.0777 -5.3572
H 6.4841 10.0668 -6.9715
H 7.6091 9.7678 -8.2802
H 7.3313 8.5232 -7.0450
H 7.5059 12.1444 -5.0643
H 6.7299 12.3188 -6.6142
H 8.1984 14.4455 -6.9326
H 8.8180 14.1771 -5.2753
H 7.1110 14.4788 -5.6694
C 6.2200 9.9719 5.2894
C 6.3897 9.4462 3.8886
O 7.3895 9.7485 3.2218
N 5.4049 8.7221 3.3659
C 5.3116 8.3101 1.9747
H 5.6364 10.8852 5.3489
H 7.2298 10.0917 5.6799
H 5.7761 9.2122 5.9389
H 4.6659 8.4230 3.9807
H 4.7999 7.3583 1.8505
H 6.3046 8.2486 1.5318
H 4.7638 9.0502 1.3874
C 8.3740 14.3688 4.3070
C 7.9163 13.6453 3.0582
O 8.4678 12.5971 2.7100
N 6.7743 14.0790 2.5150
C 6.0968 13.3588 1.4546
H 9.4468 14.5581 4.2760
H 8.1356 13.7111 5.1417
H 7.9241 15.3453 4.4880
H 6.4525 14.9925 2.7818
H 5.1260 13.7881 1.2188
H 5.9369 12.3149 1.7254
H 6.6951 13.3537 0.5424
C 0.9561 13.6196 0.3095
C 1.3611 13.7610 -1.1428
O 1.2463 14.8193 -1.7406
N 1.7645 12.6541 -1.8070
C 2.3207 11.4306 -1.2250
H 0.4653 12.6627 0.4791
H 0.2860 14.4334 0.5674
H 1.8404 13.7017 0.9458
H 1.9579 12.8162 -2.7821
H 3.4013 11.4160 -1.3804
H 1.8765 10.6026 -1.7754
H 2.1450 11.4170 -0.1552
C 5.4774 7.2685 -4.1944
C 4.5012 8.3479 -4.6528
O 3.4998 8.0599 -5.2838
N 4.7902 9.5894 -4.2287
C 3.9121 10.7051 -4.4926
H 6.4164 7.7478 -3.9045
H 5.7222 6.5647 -4.9894
H 5.0360 6.6811 -3.3948
H 5.6153 9.7276 -3.6690
H 2.8957 10.4983 -4.1457
H 3.8099 10.8227 -5.5740
H 4.2345 11.6303 -4.0221
C 4.7254 14.3212 -2.6908
C 4.7260 15.7893 -2.3624
O 3.6967 16.4374 -2.3720
N 5.9255 16.3745 -2.1063
C 7.2244 15.7035 -2.0882
H 3.7529 14.0420 -3.0809
H 4.9420 13.7110 -1.8125
H 5.4382 14.1300 -3.4968
H 5.9710 17.3726 -2.0022
H 7.7220 15.7746 -3.0560
H 7.1059 14.6752 -1.7496
H 7.8085 16.1909 -1.3042
C 11.9803 13.6885 -6.2018
C 11.8026 13.1998 -4.7670
O 12.5059 13.6763 -3.8761
N 10.8641 12.2571 -4.5391
C 10.6690 11.6900 -3.2205
H 13.0359 13.7186 -6.4516
H 11.6097 14.7134 -6.1923
H 11.4308 13.0215 -6.8637
H 10.1490 12.1141 -5.2602
H 9.9582 12.3400 -2.6994
H 11.6287 11.6676 -2.7104
H 10.2008 10.7111 -3.3014
C 9.7517 6.7564 -0.7356
C 9.1764 6.9169 0.6531
O 8.7773 8.0127 1.0788
N 9.1915 5.8391 1.4456
C 8.5106 5.8281 2.7223
H 9.1321 6.1736 -1.4144
H 10.7679 6.3643 -0.6740
H 9.8431 7.7379 -1.2012
H 9.4245 4.9759 0.9787
H 8.6856 4.8827 3.2288
H 7.4256 5.9143 2.6118
H 8.8299 6.6855 3.3105
C 12.5069 9.2948 -1.3800
C 12.3268 8.9781 0.0923
O 11.6494 9.6868 0.8474
N 12.8963 7.8365 0.5031
C 12.8930 7.4220 1.9078
H 11.5265 9.2188 -1.8544
H 13.2583 8.6790 -1.8645
H 12.7632 10.3473 -1.5003
H 13.3968 7.2946 -0.1782
H 12.1454 6.6418 2.0632
H 12.7324 8.2741 2.5547
H 13.8561 6.9451 2.0854
C 10.0288 14.2723 -0.5931
C 10.7624 13.0313 -0.1878
O 10.1310 12.0364 0.2035
N 12.0945 12.9517 -0.3364
C 12.9451 13.9788 -0.9477
H 9.5146 14.1526 -1.5414
H 10.6472 15.1683 -0.6007
H 9.3172 14.4573 0.2158
H 12.5012 12.0730 -0.0617
H 12.3864 14.4470 -1.7558
H 13.8000 13.5519 -1.4679
H 13.2657 14.6706 -0.1710
*
```

Atomic partial charges in e from the Mulliken method, atoms 1 to 99: atom 1 (Pb): 2.02, atom 2 (As): 2.23, atom 3 (F): -0.38, atom 4 (F): -1.07, atom 5 (F): -0.46, atom 6 (F): -0.52, atom 7 (F): -0.38, atom 8 (F): -0.46, atom 9 (C): -1.36, atom 10 (C): -0.49, atom 11 (N): 0.29, atom 12 (C): 0.27, atom 13 (C): -1.15, atom 14 (C): -1.18, atom 15 (C): -0.30, atom 16 (H): 0.33, atom 17 (H): 0.44, atom 18 (H): 0.30, atom 19 (H): 0.38, atom 20 (H): 0.40, atom 21 (H): 0.54, atom 22 (H): -0.56, atom 23 (H): 0.26, atom 24 (H): 0.30, atom 25 (H): 0.45, atom 26 (H): 0.45, atom 27 (H): 0.41, atom 28 (H): 0.26, atom 29 (H): 0.55, atom 30 (H): -0.40, atom 31 (C): -1.56, atom 32 (C): -0.85, atom 33 (N): 1.05, atom 34 (C): -0.17, atom 35 (C): -1.35, atom 36 (C): 0.12, atom 37 (C): -1.34, atom 38 (H): 0.38, atom 39 (H): 0.34, atom 40 (H): 0.36, atom 41 (H): 0.42, atom 42 (H): 0.48, atom 43 (H): 0.51, atom 44 (H): -0.24, atom 45 (H): 0.17, atom 46 (H): 0.33, atom 47 (H): 0.46, atom 48 (H): -0.48, atom 49 (H): 0.46, atom 50 (H): 0.41, atom 51 (H): 0.11, atom 52 (H): 0.43, atom 53 (C): -1.54, atom 54 (C): 0.43, atom 55 (O): -0.23, atom 56 (N): -0.08, atom 57 (C): -0.50, atom 58 (H): 0.30, atom 59 (H): 0.30, atom 60 (H): 0.49, atom 61 (H): 0.28, atom 62 (H): 0.43, atom 63 (H): -0.28, atom 64 (H): 0.37, atom 65 (C): -1.34, atom 66 (C): 0.37, atom 67 (O): -0.46, atom 68 (N): -0.03, atom 69 (C): -0.45, atom 70 (H): 0.32, atom 71 (H): 0.26, atom 72 (H): 0.42, atom 73 (H): 0.30, atom 74 (H): 0.43, atom 75 (H): -0.05, atom 76 (H): -0.08, atom 77 (C): -1.17, atom 78 (C): 0.78, atom 79 (O): -0.60, atom 80 (N): -0.09, atom 81 (C): -0.54, atom 82 (H): 0.42, atom 83 (H): 0.34, atom 84 (H): 0.13, atom 85 (H): 0.29, atom 86 (H): -0.11, atom 87 (H): 0.31, atom 88 (H): 0.44, atom 89 (C): -0.59, atom 90 (C): 0.71, atom 91 (O): -0.72, atom 92 (N): 0.76, atom 93 (C): -1.14, atom 94 (H): 0.08, atom 95 (H): 0.45, atom 96 (H): -0.25, atom 97 (H): -0.13, atom 98 (H): 0.33, atom 99 (H): 0.47